Record 1
DFT (wB97M-V/def2-TZVPD) results for 12 unconnected molecules or ions with the total composition C6H33N2O11 at a distorted geometry.

Last column: natural (NBO) charge in e.
Atoms and positions in Å:
C (-3.463, -0.939, -0.694)  -0.616
C (-2.358, 0.083, -0.490)  -0.400
C (-2.099, 0.286, 1.032)  -0.440
C (-0.844, -0.444, 1.351)  0.152
C (0.406, 0.044, 1.168)  -0.085
N (1.289, -1.001, 1.471)  -0.493
C (0.558, -2.057, 1.807)  0.303
N (-0.736, -1.782, 1.742)  -0.481
H (-3.859, -1.014, -1.718)  0.235
H (-3.246, -1.990, -0.470)  0.204
H (-4.304, -0.656, -0.041)  0.184
H (-2.698, 1.025, -0.961)  0.216
H (-1.404, -0.210, -0.978)  0.229
H (-2.946, -0.105, 1.549)  0.213
H (-1.884, 1.343, 1.231)  0.245
H (0.671, 0.962, 0.639)  0.271
H (2.315, -1.046, 1.375)  0.481
H (1.020, -2.990, 2.076)  0.244
H (-1.523, -2.323, 2.024)  0.456
H (2.740, 2.967, -4.957)  0.464
H (3.545, 1.831, -5.200)  0.471
O (3.405, 2.461, -4.484)  -0.935
H (-0.425, -0.531, -4.031)  0.463
H (0.304, -1.436, -4.916)  0.466
O (-0.557, -1.369, -4.487)  -0.929
H (1.782, -0.051, -1.720)  0.492
H (1.597, -1.351, -0.849)  0.473
O (1.389, -0.921, -1.661)  -0.966
H (4.544, -1.482, 0.573)  0.520
H (4.506, -1.746, 2.077)  0.496
O (3.935, -1.539, 1.322)  -0.971
H (-3.852, -4.036, 1.085)  0.503
H (-3.629, -2.993, 2.347)  0.484
O (-3.369, -3.760, 1.851)  -0.977
H (2.109, 2.713, -0.456)  0.503
H (2.609, 2.504, -1.895)  0.487
O (2.536, 2.050, -1.054)  -1.005
H (0.235, 4.100, -0.089)  0.489
H (0.395, 3.522, 1.232)  0.502
O (0.631, 3.312, 0.313)  -0.966
H (-5.820, 0.478, 1.644)  0.454
H (-7.050, 1.076, 1.003)  0.472
O (-6.726, 0.743, 1.854)  -0.924
H (1.257, -4.344, -0.302)  0.480
H (0.278, -3.676, -1.172)  0.494
O (0.801, -3.495, -0.371)  -0.963
H (0.120, 5.703, 3.697)  0.477
H (0.993, 4.630, 4.130)  0.475
O (0.331, 4.804, 3.442)  -0.951
H (6.177, 0.978, 0.069)  0.477
H (4.799, 1.145, -0.643)  0.495
O (5.515, 0.525, -0.464)  -0.972

Its net charge is +1. As for the LUMO energy: -2.158 eV. The calculation puts the energy relative to the best compared isomer or geometry (same formula, charge and spin) at 77.0 kcal per mole. The value obtained for the HOMO-LUMO gap is 10.26 eV. Its strongest force on any atom is 2.39 eV Å⁻¹. The calculation puts the HOMO energy at -12.417 eV.

=====

Record 2
DFT (wB97M-V/def2-TZVPD) results for 10 unconnected molecules or ions with the total composition C6H33N2O9 at a distorted geometry.

Last column: natural (NBO) charge in e.
Atoms and positions in Å:
C (-0.391, 0.389, 2.741)  -0.235
C (0.468, 1.663, 2.495)  -0.416
C (1.835, 1.204, 1.966)  -0.441
N (1.337, 0.658, -1.744)  -0.865
C (1.316, 1.276, -0.471)  -0.034
C (2.048, 0.720, 0.513)  -0.065
C (2.983, -0.357, 0.090)  -0.660
N (-1.008, -0.125, 1.458)  -0.703
H (0.010, -0.454, 3.306)  0.270
H (-1.285, 0.732, 3.267)  0.198
H (-0.029, 2.419, 1.936)  0.226
H (0.601, 1.993, 3.532)  0.236
H (2.403, 2.140, 1.931)  0.229
H (2.409, 0.474, 2.543)  0.214
H (0.729, 0.978, -2.481)  0.420
H (2.293, 0.494, -1.973)  0.379
H (0.465, 1.881, -0.274)  0.190
H (3.956, -0.085, -0.317)  0.240
H (2.376, -1.040, -0.488)  0.203
H (3.384, -0.935, 0.940)  0.197
H (-1.534, 0.632, 1.035)  0.438
H (-1.676, -0.894, 1.574)  0.461
H (-0.318, -0.437, 0.765)  0.466
H (0.726, -2.669, 4.336)  0.485
H (-0.769, -2.833, 4.428)  0.485
O (-0.097, -2.212, 4.134)  -0.954
H (-2.766, 1.485, -3.660)  0.466
H (-1.455, 1.798, -4.489)  0.483
O (-2.267, 2.164, -4.106)  -0.962
H (-2.011, 0.180, -2.182)  0.494
H (-1.908, 1.362, -0.963)  0.507
O (-1.958, 0.465, -1.273)  -1.018
H (2.231, -3.417, 0.621)  0.470
H (2.368, -2.436, 1.685)  0.470
O (1.698, -3.033, 1.331)  -0.936
H (-2.428, 2.934, 0.609)  0.496
H (-1.175, 3.525, 0.554)  0.500
O (-1.513, 2.621, 0.472)  -0.971
H (-1.091, -1.287, -4.075)  0.476
H (-1.873, -1.376, -2.730)  0.472
O (-1.955, -1.430, -3.687)  -0.936
H (0.441, 1.185, -5.245)  0.490
H (0.891, 2.425, -4.477)  0.496
O (0.417, 1.591, -4.370)  -0.962
H (-2.919, -3.373, 1.678)  0.480
H (-3.233, -2.687, 0.442)  0.483
O (-3.067, -2.469, 1.372)  -0.951
H (0.373, -2.652, -0.544)  0.481
H (0.892, -1.349, -1.217)  0.484
O (0.079, -1.841, -0.989)  -0.977

Its net charge is +1. As for the LUMO energy: -2.490 eV. The calculation puts the energy relative to the best compared isomer or geometry (same formula, charge and spin) at 71.2 kcal per mole. The value obtained for the HOMO-LUMO gap is 8.32 eV. Its strongest force on any atom is 4.00 eV Å⁻¹. The calculation puts the HOMO energy at -10.813 eV.

=====

Record 3
DFT (wB97M-V/def2-TZVPD) results for 11 unconnected molecules or ions with the total composition C6H34N2O10 at a distorted geometry.

Last column: natural (NBO) charge in e.
Atoms and positions in Å:
C (-0.407, -1.583, 0.030)  -0.440
N (-0.209, -0.329, 0.737)  -0.709
C (-0.177, 0.738, -0.279)  -0.060
C (0.660, 1.944, 0.145)  -0.455
C (1.614, 1.768, 1.284)  -0.168
C (2.879, 1.531, 1.049)  -0.422
C (-1.683, 1.151, -0.699)  -0.228
N (-2.252, 0.249, -1.745)  -0.869
H (0.449, -1.938, -0.524)  0.197
H (-0.555, -2.423, 0.799)  0.194
H (-1.364, -1.632, -0.532)  0.186
H (-0.964, -0.091, 1.439)  0.405
H (0.289, 0.282, -1.147)  0.176
H (1.241, 2.366, -0.819)  0.203
H (0.002, 2.776, 0.339)  0.221
H (1.183, 1.719, 2.361)  0.211
H (3.661, 1.565, 1.843)  0.211
H (3.272, 1.434, -0.014)  0.189
H (-1.585, 2.220, -1.201)  0.191
H (-2.387, 1.072, 0.257)  0.186
H (-2.473, 0.662, -2.599)  0.360
H (-1.490, -0.368, -1.960)  0.365
H (-0.426, -1.768, 3.927)  0.509
H (0.452, -0.838, 3.082)  0.481
O (0.202, -0.988, 3.981)  -0.961
H (-2.670, -2.900, 2.993)  0.474
H (-2.814, -1.466, 2.903)  0.476
O (-2.388, -2.100, 3.375)  -0.958
H (-3.842, 0.729, 2.002)  0.519
H (-3.209, -0.256, 1.038)  0.482
O (-3.619, -0.233, 1.858)  -0.971
H (3.237, 0.633, -2.971)  0.492
H (3.805, 2.018, -2.616)  0.451
O (4.002, 1.197, -2.742)  -0.981
H (3.977, -0.647, -0.890)  0.494
H (2.661, -0.885, -0.335)  0.489
O (3.436, -1.371, -0.686)  -0.918
H (-0.835, -1.917, -4.568)  0.469
H (-0.032, -2.300, -3.443)  0.489
O (-0.634, -1.594, -3.731)  -0.955
H (1.962, -3.316, -1.960)  0.470
H (2.809, -1.969, -2.003)  0.503
O (2.171, -2.582, -2.542)  -1.032
H (-2.238, 2.184, 2.221)  0.501
H (-2.996, 3.381, 2.101)  0.470
O (-2.987, 2.548, 1.735)  -0.973
H (1.073, 0.453, -3.479)  0.479
H (1.737, -0.671, -3.853)  0.487
O (1.946, 0.216, -3.879)  -0.922
H (-2.281, 0.145, 3.168)  0.501
H (-0.711, 0.425, 3.550)  0.520
O (-1.491, 0.758, 3.001)  -1.029

As for the LUMO energy: 0.330 eV. The calculation puts the energy relative to the best compared isomer or geometry (same formula, charge and spin) at 73.2 kcal per mole. The value obtained for the HOMO-LUMO gap is 9.37 eV. As for the structure (SMILES): C=CC[C@H](CN)NC.O.O.O.O.O.O.O.O.O.O. Its strongest force on any atom is 8.66 eV Å⁻¹. The calculation puts the HOMO energy at -9.036 eV.

=====

Record 4
DFT (wB97M-V/def2-TZVPD) results for 11 unconnected molecules or ions with the total composition C6H34NO10S at a distorted geometry.

Last column: natural (NBO) charge in e.
Atoms and positions in Å:
C (2.068, 0.499, 0.570)  -0.254
C (1.362, 1.842, 0.567)  -0.532
S (2.105, 2.889, -0.733)  -0.701
N (1.057, -0.533, 1.085)  -0.695
C (0.041, -1.072, 0.112)  -0.276
C (-1.379, -1.044, 0.659)  -0.236
C (-2.189, 0.169, 0.159)  -0.628
C (-2.165, -2.296, 0.176)  -0.613
H (3.025, 0.394, 1.074)  0.194
H (2.179, 0.160, -0.466)  0.203
H (0.276, 1.833, 0.525)  0.199
H (1.494, 2.324, 1.545)  0.169
H (1.665, -1.314, 1.279)  0.357
H (0.337, -2.114, 0.124)  0.235
H (0.074, -0.480, -0.805)  0.199
H (-1.487, -0.936, 1.738)  0.202
H (-2.591, 0.027, -0.861)  0.180
H (-1.630, 1.093, -0.003)  0.238
H (-3.149, 0.330, 0.656)  0.204
H (-2.961, -2.073, -0.530)  0.210
H (-2.675, -2.859, 0.968)  0.200
H (-1.472, -3.054, -0.191)  0.212
H (-0.901, 2.150, 2.615)  0.484
H (-0.038, 3.173, 3.155)  0.484
O (-0.868, 3.116, 2.667)  -0.961
H (2.535, -2.998, 1.072)  0.466
H (1.743, -3.137, -0.221)  0.510
O (1.712, -3.375, 0.736)  -0.977
H (1.291, 0.700, -2.911)  0.471
H (2.714, 1.078, -2.544)  0.501
O (2.189, 0.320, -2.841)  -0.993
H (-1.798, -1.308, -3.187)  0.490
H (-3.058, -1.037, -2.562)  0.455
O (-2.695, -1.698, -3.153)  -0.963
H (-1.943, 3.337, 1.145)  0.504
H (-1.126, 3.958, -0.056)  0.489
O (-1.743, 3.273, 0.205)  -0.988
H (0.512, 0.377, 3.017)  0.499
H (1.500, 1.365, 3.767)  0.477
O (0.646, 0.924, 3.814)  -0.993
H (0.773, -2.602, 2.786)  0.472
H (0.863, -1.412, 3.597)  0.471
O (1.133, -2.339, 3.613)  -0.946
H (0.905, -1.599, -1.665)  0.506
H (2.155, -1.921, -2.466)  0.505
O (1.610, -2.254, -1.742)  -0.994
H (-0.259, 0.869, -2.871)  0.505
H (-0.419, -0.252, -4.148)  0.486
O (-0.528, -0.035, -3.225)  -1.036
H (-0.907, 2.389, -1.576)  0.502
H (0.449, 2.790, -2.243)  0.508
O (-0.432, 2.364, -2.428)  -1.003

Its net charge is -1. As for the LUMO energy: 2.804 eV. The calculation puts the energy relative to the best compared isomer or geometry (same formula, charge and spin) at 62.5 kcal per mole. The value obtained for the HOMO-LUMO gap is 6.86 eV. Its strongest force on any atom is 3.77 eV Å⁻¹. The calculation puts the HOMO energy at -4.060 eV.

=====

Record 5
DFT (wB97M-V/def2-TZVPD) results for a molecular structure, C6H34NO13 at a distorted geometry.

Last column: natural (NBO) charge in e.
Atoms and positions in Å:
C (0.463, 1.233, -3.242)  -0.049
O (0.132, -0.099, -3.524)  -0.790
C (1.264, 1.388, -1.950)  -0.425
C (0.345, 2.312, -1.043)  -0.439
C (-0.335, 1.425, -0.083)  -0.168
C (0.037, 0.598, 0.927)  -0.157
N (-0.717, -0.480, 1.572)  -0.514
C (-1.695, -1.128, 1.039)  -0.032
H (-0.465, 1.860, -3.314)  0.147
H (1.003, 1.663, -4.132)  0.148
H (2.210, 1.816, -2.108)  0.203
H (1.550, 0.468, -1.538)  0.205
H (1.090, 2.856, -0.485)  0.211
H (-0.339, 2.882, -1.705)  0.228
H (-1.409, 1.496, -0.347)  0.240
H (1.047, 0.325, 1.321)  0.224
H (-2.140, -0.999, -0.016)  0.180
H (-2.098, -1.971, 1.586)  0.177
H (0.173, -0.595, -2.588)  0.502
H (-0.064, -1.030, -0.772)  0.479
O (-0.378, -1.579, -1.479)  -1.165
H (1.280, -3.060, 2.879)  0.509
H (0.407, -1.915, 2.963)  0.469
O (1.234, -2.077, 3.344)  -1.042
H (-1.698, -1.745, -2.368)  0.507
H (-2.149, -1.750, -3.803)  0.476
O (-2.472, -1.594, -2.913)  -1.000
H (0.365, -3.736, 0.786)  0.524
H (1.973, -3.402, 1.233)  0.468
O (1.194, -3.738, 1.440)  -1.025
H (2.123, 3.551, 1.850)  0.448
H (2.304, 2.685, 2.953)  0.473
O (1.911, 3.430, 2.738)  -0.922
H (1.631, -0.301, 3.691)  0.508
H (0.695, 0.599, 3.125)  0.488
O (1.647, 0.580, 3.398)  -0.975
H (-3.360, 2.119, -0.549)  0.484
H (-4.180, 1.950, 0.671)  0.463
O (-3.683, 2.699, 0.211)  -0.957
H (-0.208, -4.309, -1.129)  0.461
H (-0.634, -2.784, -0.892)  0.515
O (-0.556, -3.878, -0.314)  -1.049
H (-3.260, 1.109, -2.491)  0.469
H (-2.644, -0.046, -2.040)  0.502
O (-2.597, 0.840, -1.830)  -0.968
H (3.153, 0.773, 2.533)  0.498
H (3.968, 1.460, 1.430)  0.451
O (4.029, 1.216, 2.360)  -0.976
H (1.901, -1.335, -2.531)  0.466
H (1.128, -2.659, -2.366)  0.483
O (2.029, -2.334, -2.385)  -0.957
H (-1.874, 1.021, 3.445)  0.461
H (-1.384, 2.277, 2.906)  0.474
O (-1.948, 1.910, 3.538)  -0.932

Its net charge is -1. As for the LUMO energy: 2.564 eV. The calculation puts the energy relative to the best compared isomer or geometry (same formula, charge and spin) at 99.1 kcal per mole. The value obtained for the HOMO-LUMO gap is 9.22 eV. Its strongest force on any atom is 7.18 eV Å⁻¹. The calculation puts the HOMO energy at -6.652 eV.